[1]
Below is an isolated molecule of C4H7NS2 in a non-equilibrium geometry, with properties calculated with ωB97M-V with the def2-TZVPD basis set.

LUMO level (alpha / beta): -1.02 / -1.02 eV
HOMO-LUMO gap (alpha / beta): 0.267 / 0.267 Ha
Relative energy (zero: lowest compared OMol25 entry of this formula, charge and spin): 74.4 kcal/mol

Element x y z (Å)
C 2.636 0.496 0.299
C -2.667 0.109 -0.623
C 0.557 -0.895 0.706
C 1.823 0.792 -0.770
N 3.216 0.310 1.251
S -1.576 1.221 0.369
S 0.275 0.147 -0.777
H -2.849 -0.697 0.132
H -1.921 -0.310 -1.299
H -3.562 0.662 -0.887
H 1.576 -1.245 0.761
H -0.213 -1.752 0.792
H 0.423 -0.167 1.546
H 2.283 1.329 -1.499

[2]
Below is a cluster of 2 separate species, C4H7NS3 in total in a non-equilibrium geometry, with properties calculated with ωB97M-V with the def2-TZVPD basis set.

LUMO level: -1.19 eV
HOMO-LUMO gap: 0.282 Ha
Relative energy (zero: lowest compared OMol25 entry of this formula, charge and spin): 151.5 kcal/mol

Element x y z (Å)
C -0.508 -1.036 -0.379
C 0.518 -0.478 0.546
C 0.515 0.893 1.050
C 1.367 0.460 -0.022
H -3.658 -0.037 -1.542
H -0.312 -1.995 -1.289
H 0.927 -1.063 1.283
H -0.363 1.450 0.768
H -0.003 1.541 3.204
H 2.546 0.300 0.096
H 0.533 -0.985 -2.251
N -1.510 -0.218 -0.573
S -2.685 -1.033 -1.525
S 1.332 1.386 2.499
S 1.302 0.816 -1.864

[3]
Below is a structure of composition C4H7O in a non-equilibrium geometry, with properties calculated with ωB97M-V with the def2-TZVPD basis set.

LUMO level: -5.31 eV
HOMO-LUMO gap: 0.377 Ha
Net charge: +1
Relative energy (zero: lowest compared OMol25 entry of this formula, charge and spin): 40.6 kcal/mol

Element x y z (Å)
C 1.611 -0.348 -0.332
C 0.861 -0.335 0.801
C 0.726 0.430 -1.200
C -1.552 -0.024 0.540
O -0.259 0.541 0.339
H 2.569 -0.536 -0.589
H 0.887 -0.813 1.776
H 0.822 1.543 -1.396
H -0.016 -0.054 -1.856
H -1.644 -0.874 -0.079
H -1.805 -0.268 1.663
H -2.201 0.738 0.333

[4]
Below is the ion C4H7O2 with charge -1 in a non-equilibrium geometry, with properties calculated with ωB97M-V with the def2-TZVPD basis set.

LUMO level: 4.19 eV
HOMO-LUMO gap: 0.235 Ha
SMILES: [O-]/C=C\CCO
Net charge: -1
Relative energy (zero: lowest compared OMol25 entry of this formula, charge and spin): 54.3 kcal/mol

Element x y z (Å)
O 0.081 2.702 0.272
C 0.873 1.844 -0.220
C 0.469 0.605 -0.728
C -0.831 0.008 -0.269
C -0.425 -1.165 0.726
O 0.178 -2.251 0.006
H 1.921 2.179 -0.166
H 1.176 -0.025 -1.272
H -1.399 0.697 0.359
H -1.529 -0.495 -0.947
H 0.058 -0.717 1.598
H -1.297 -1.671 1.220
H 0.726 -1.711 -0.579

[5]
Below is a cluster of 2 separate species, C4H7O2P in total in a non-equilibrium geometry, with properties calculated with ωB97M-V with the def2-TZVPD basis set.

LUMO level: 0.28 eV
HOMO-LUMO gap: 0.355 Ha
Relative energy (zero: lowest compared OMol25 entry of this formula, charge and spin): 115.5 kcal/mol

Element x y z (Å)
C -3.381 0.719 0.745
C -2.448 0.560 -0.022
C 2.295 -1.073 0.537
C -1.361 0.219 -0.916
O 1.856 1.582 0.167
O -0.895 -1.114 -0.811
P 2.810 0.466 0.209
H -4.032 0.904 1.479
H 3.034 -1.800 0.717
H 1.322 -1.472 0.461
H -0.386 0.851 -0.693
H -1.916 0.484 -1.917
H -1.033 -1.334 0.045
H 4.134 1.007 -0.003

[6]
Below is an isolated molecule of C4H7O2P in a non-equilibrium geometry, with properties calculated with ωB97M-V with the def2-TZVPD basis set.

LUMO level: 0.03 eV
HOMO-LUMO gap: 0.317 Ha
SMILES: C#CCO[P@H](=C)O
Relative energy (zero: lowest compared OMol25 entry of this formula, charge and spin): 119.3 kcal/mol

Element x y z (Å)
C 0.252 -3.027 2.112
C -0.141 -2.033 1.550
C -0.871 -1.193 0.569
O -0.272 -0.505 -0.463
P 0.596 1.342 -0.673
C -0.172 2.794 -0.847
O 1.214 0.917 -2.065
H 0.805 -3.644 2.838
H -1.512 -0.583 1.218
H -1.578 -1.875 0.003
H 1.812 1.536 -0.053
H -0.600 3.189 -0.015
H -0.609 3.075 -1.863
H 1.077 0.007 -2.311

> The lowest relative energy (zero: lowest compared OMol25 entry of this formula, charge and spin) belongs to which entry?

C4H7O